Entry 1:
The following is a DFT calculation (wB97M-V/def2-TZVPD) of a structure of composition C18H19AgClFN3O3.

Output
Electronic energy: -1793.6210 hartree
HOMO-LUMO gap: 5.18 eV
Net charge: +1

XYZ file:
```
46
C18H19AgClFN3O3 (wB97M-V/def2-TZVPD)
C -0.9151 -3.2990 -2.5291
C -0.5447 -1.7940 -3.0606
C 0.6899 -1.1685 -2.2347
C 0.5063 0.3847 -1.8046
O -0.8345 0.7856 -1.5065
C -1.2513 0.5279 -0.1606
C -1.5947 -1.0398 0.1295
N -1.8730 -2.2008 0.3614
C -0.3981 1.2302 0.9998
C 0.7922 0.3891 1.6330
C 0.7079 -0.9361 2.4501
C 2.0052 -1.6286 3.0038
C 3.4374 -1.0383 2.7824
C 4.8113 -1.7133 3.2788
C 3.5530 0.3227 2.0107
C 2.2565 0.9938 1.4622
C -2.7385 1.2444 -0.0631
Cl -3.6255 0.8057 -1.6145
C -3.6098 0.6675 1.1545
N -3.9582 0.3868 2.2873
C -2.6283 2.8647 -0.0359
O -2.5503 3.5265 1.0534
N -2.6097 3.6953 -1.2941
C -3.9301 4.3924 -1.3550
O -4.8002 4.0207 -2.1934
F -4.2374 5.5200 -0.5024
H -2.0635 -3.4293 -2.4489
H -0.5037 -3.5109 -1.4740
H -0.5285 -4.0955 -3.2642
H -1.5043 -1.1741 -3.0150
H -0.1744 -1.9061 -4.1581
H 1.6925 -1.3684 -2.8030
H 0.7665 -1.7702 -1.2386
H 0.8295 0.9986 -2.7398
H 1.3017 0.6038 -1.0123
H 0.0150 2.2297 0.5906
H -1.1061 1.5341 1.8715
H -0.3319 -1.4099 2.6358
H 1.8917 -2.6285 3.5762
H 5.6949 -0.9677 3.3170
H 5.0662 -2.6693 2.6929
H 4.6409 -2.0418 4.3742
H 4.5530 0.8601 1.7997
H 2.3748 1.9810 0.8654
H -1.8934 4.4505 -1.2034
Ag 2.5598 -2.6570 -2.6250
```

In elementary charge units, the Löwdin charges are: -0.1341, -0.2153, -0.2249, -0.1575, -0.1469, -0.3700, -0.1012, 0.1954, -0.0913, -0.1689, -0.0189, -0.0209, -0.2098, -0.1004, -0.0356, -0.0450, -0.5291, 0.7417, -0.1449, 0.1909, -0.3034, 0.0943, 0.1087, -0.3179, 0.1017, 0.0435, 0.0935, 0.0545, 0.0718, 0.1066, 0.1175, -0.0013, 0.0943, 0.1589, 0.1159, 0.1447, 0.1467, 0.0994, 0.1067, 0.0879, 0.0813, 0.0875, 0.1026, 0.0986, 0.1508, 0.9417

Entry 2:
The following is a DFT calculation (wB97M-V/def2-TZVPD) of a structure of composition C18H19As2NO5S3V.

Output
Electronic energy: -7738.6237 hartree
HOMO-LUMO gap (alpha / beta): 6.71 / 6.71 eV
2S+1: 3
<S²>: 2.02
ΔE to the lowest compared entry with this formula, charge and spin: 0.000 eV
Net charge: -1

XYZ file:
```
49
C18H19As2NO5S3V (wB97M-V/def2-TZVPD)
V -1.5728 1.3053 -0.7628
O 0.6086 -1.5589 -5.7092
C 0.1675 -0.9396 -4.5827
C 1.0483 -0.3646 -3.6659
C 0.5032 0.2600 -2.5619
N -0.8058 0.2703 -2.3841
C -1.6638 -0.2874 -3.2244
C -1.2115 -0.9088 -4.3699
C -3.1108 -0.1954 -2.7087
O -4.0069 -0.7370 -3.3232
O -3.1686 0.4334 -1.5797
C 1.2558 0.9644 -1.4169
O 2.4687 0.9218 -1.3741
O 0.4299 1.5118 -0.5910
H 1.5683 -1.4965 -5.7501
H 2.1232 -0.3864 -3.7957
H -1.9015 -1.3606 -5.0671
C -2.2266 -1.5677 2.1237
As -1.1593 -0.8901 0.6520
C -1.3061 -2.4217 -0.5433
C 0.6624 -1.1176 1.3374
C 1.4459 -2.1813 0.8936
C 2.7808 -2.2780 1.2630
C 3.3436 -1.2984 2.0658
C 2.5599 -0.2461 2.5149
C 1.2172 -0.1478 2.1698
As 0.0572 1.2829 2.8725
C 0.7663 1.3174 4.6943
C 1.0049 2.8272 2.1605
H -1.7755 -2.4827 2.5110
H -3.2390 -1.7726 1.7741
H -2.2656 -0.8052 2.9006
H -1.2353 -3.3643 0.0031
H -0.5363 -2.3793 -1.3142
H -2.2843 -2.3575 -1.0228
H 1.0335 -2.9392 0.2385
H 3.3779 -3.1068 0.9056
H 4.3897 -1.3474 2.3396
H 3.0124 0.5157 3.1398
H 1.8515 1.4274 4.7135
H 0.4870 0.4006 5.2126
H 0.3172 2.1638 5.2156
H 2.0685 2.7815 2.3995
H 0.5597 3.7227 2.5978
H 0.8582 2.8444 1.0837
S -2.1529 5.6907 -0.1798
C -2.1233 4.0825 -0.5148
S -2.5370 2.8444 0.7044
S -1.6842 3.3708 -2.0449
```

In elementary charge units, the Löwdin charges are: 0.3255, 0.0685, -0.2757, 0.0767, -0.1495, 0.0110, -0.1543, 0.0884, -0.5797, 0.0667, -0.1779, -0.5651, 0.0710, -0.2109, 0.1073, 0.1291, 0.1337, -0.2894, 1.1597, -0.2799, -0.3978, -0.1108, -0.0900, -0.0859, -0.1076, -0.4136, 1.1345, -0.3430, -0.3040, 0.0295, 0.0305, -0.0005, 0.0332, 0.0245, 0.0324, 0.0803, 0.0972, 0.0984, 0.0878, 0.0070, 0.0146, 0.0151, 0.0253, 0.0274, -0.0015, 0.4271, -1.7706, 0.4094, 0.4957

Entry 3:
The following is a DFT calculation (wB97M-V/def2-TZVPD) of a structure of composition C18H19AsCl5F6GeMnN3OSi.

Output
Electronic energy: -9590.5441 hartree
HOMO-LUMO gap (alpha / beta): 6.13 / 6.63 eV
2S+1: 6
<S²>: 8.84
ΔE to the lowest compared entry with this formula, charge and spin: 0.254 eV
Net charge: 0

XYZ file:
```
56
C18H19AsCl5F6GeMnN3OSi (wB97M-V/def2-TZVPD)
Mn 0.1009 0.2642 -0.2331
Cl 4.2872 1.5872 -2.4055
C 4.1401 0.7689 -0.8867
C 5.2971 0.3700 -0.1781
C 5.1850 -0.1820 1.0536
Cl 6.6163 -0.6722 1.9097
C 3.9106 -0.3563 1.6549
C 3.6853 -0.8665 2.9491
C 2.4113 -0.9505 3.4272
C 1.3388 -0.5492 2.6142
N 1.5073 -0.0868 1.3985
C 2.7849 0.0207 0.9128
C 2.8994 0.5720 -0.3752
O 1.7627 0.9604 -0.9945
H 6.2730 0.5134 -0.6247
H 4.5277 -1.1816 3.5526
H 2.2079 -1.3271 4.4208
H 0.3255 -0.6118 2.9730
C -0.0325 2.2298 -3.4781
C -1.2731 1.6866 -2.8271
C -2.5078 1.7257 -3.4261
C -3.6081 1.1819 -2.7529
C -3.4730 0.6047 -1.5137
C -2.1985 0.6205 -0.9363
N -1.1585 1.1768 -1.5900
N -1.7593 0.0643 0.2345
Si -2.8417 -0.7855 1.3441
C -4.0139 0.4911 1.9853
C -3.6931 -2.1608 0.4495
C -1.9168 -1.4611 2.7858
H -0.0952 2.1466 -4.5612
H 0.8509 1.6909 -3.1338
H 0.0853 3.2904 -3.2325
H -2.6117 2.1640 -4.4084
H -4.5837 1.1939 -3.2276
H -4.3077 0.1267 -1.0138
H -4.6535 0.9262 1.2108
H -3.4418 1.3033 2.4465
H -4.6637 0.0507 2.7530
H -4.7411 -1.9343 0.2211
H -3.6746 -3.0723 1.0569
H -3.1723 -2.3787 -0.4852
H -1.5424 -0.6632 3.4373
H -1.0968 -2.1183 2.4790
H -2.6212 -2.0597 3.3759
Cl 1.1443 5.3696 -0.9924
Ge 1.5598 3.2719 -0.5865
Cl 3.3444 3.2588 0.6408
Cl -0.0280 2.7331 0.8553
F -0.3029 -1.3550 -1.8448
As 0.5153 -2.7810 -1.2063
F 1.9495 -1.8144 -1.1470
F 0.8830 -3.3006 -2.7754
F 1.2908 -4.0734 -0.4357
F -0.9808 -3.5834 -1.2064
F 0.1091 -2.0387 0.3367
```

In elementary charge units, the Löwdin charges are: 0.8918, 0.7377, -0.6311, -0.1047, -0.5859, 0.7141, -0.1544, 0.0075, -0.0101, -0.0804, 0.0529, -0.1815, -0.4996, -0.3895, 0.1162, 0.1017, 0.1161, 0.0769, -0.0267, -0.2891, -0.0246, -0.0344, -0.0085, -0.4210, 0.0278, -0.1245, 0.3936, -0.1652, -0.1575, -0.1760, 0.0893, 0.0580, 0.0642, 0.1150, 0.1161, 0.0971, 0.0285, 0.0384, 0.0423, 0.0359, 0.0412, 0.0286, 0.0319, 0.0285, 0.0483, 0.0830, 0.0039, 0.2628, 0.2361, -0.2474, 0.6972, -0.2061, -0.1945, -0.1960, -0.2035, -0.2703

Entry 4:
The following is a DFT calculation (wB97M-V/def2-TZVPD) of a structure of composition C18H19F3NO5S3.

Output
Electronic energy: -2622.3194 hartree
HOMO-LUMO gap: 5.84 eV
ΔE to the lowest compared entry with this formula, charge and spin: 0.000 eV
Net charge: -1

XYZ file:
```
49
C18H19F3NO5S3 (wB97M-V/def2-TZVPD)
C 4.0046 1.7406 0.5104
N 4.1055 1.8643 1.9562
S 4.6711 0.4681 2.8475
C 6.2818 -0.1048 2.0184
F 7.3421 0.0363 2.8601
F 6.1381 -1.4290 1.6741
F 6.6031 0.5511 0.8512
S 3.0366 2.9660 2.8068
C 1.5258 2.1040 2.5577
C 0.5631 2.6834 1.7280
C -0.3321 1.8361 1.0710
C -0.2560 0.4794 1.3250
C 0.6347 -0.0999 2.2102
C 1.5621 0.7389 2.8237
O 3.4802 2.8837 4.1766
O 3.0218 4.1781 2.0561
H 4.4240 0.7798 0.2346
H 3.0082 1.8277 0.0680
H 4.6442 2.5360 0.1401
H 0.6134 3.7486 1.5306
H -1.0600 2.2635 0.3628
H -1.1152 -0.2469 0.8311
H 0.6390 -1.1776 2.4457
H 2.3341 0.2925 3.4432
C -2.6851 -3.1481 -3.2034
C -3.2901 -2.1763 -2.2208
O -2.4402 -2.2255 -1.0465
C -2.8942 -1.3981 -0.0939
C -1.9725 -1.2069 1.0749
S -2.9677 -0.9283 2.5164
C -3.1871 0.8470 2.6049
C -3.9011 1.5051 1.5971
C -3.9417 2.9009 1.6108
C -3.3157 3.6433 2.6210
C -2.6383 2.9781 3.6460
C -2.6249 1.5804 3.6645
O -2.1853 -1.3504 3.7077
O -3.9897 -0.8208 -0.2092
H -3.3261 -3.2174 -4.0873
H -1.7000 -2.7852 -3.5393
H -2.6008 -4.1605 -2.7799
H -3.2991 -1.1561 -2.6270
H -4.3130 -2.4640 -1.9541
H -1.3355 -2.0758 1.2362
H -4.3572 0.9145 0.7963
H -4.4756 3.3997 0.8027
H -3.3448 4.7366 2.6123
H -2.0982 3.5363 4.4230
H -2.1016 1.0334 4.4508
```

In elementary charge units, the Löwdin charges are: -0.1415, -0.5654, 1.0322, -0.7435, 0.0632, 0.0481, 0.0562, 0.6453, -0.3218, -0.0700, -0.0736, -0.1183, -0.0530, -0.1094, -0.3240, -0.2829, 0.0636, 0.0925, 0.0832, 0.1046, 0.1112, -0.0022, 0.1170, 0.0489, -0.0906, -0.2436, -0.0213, -0.5579, -0.3291, 0.9452, -0.3614, -0.0806, -0.0986, -0.1100, -0.0995, -0.0799, -0.5468, -0.0358, 0.0679, 0.0779, 0.0785, 0.1241, 0.1194, 0.0967, 0.0904, 0.0947, 0.0931, 0.1030, 0.1033

Which of these has the lowest electronic energy?
C18H19AsCl5F6GeMnN3OSi

Number 3 is which compound?
C18H19AsCl5F6GeMnN3OSi

What did the second record say?
The following is a DFT calculation (wB97M-V/def2-TZVPD) of a structure of composition C18H19As2NO5S3V.

Output
Electronic energy: -7738.6237 hartree
HOMO-LUMO gap (alpha / beta): 6.71 / 6.71 eV
2S+1: 3
<S²>: 2.02
ΔE to the lowest compared entry with this formula, charge and spin: 0.000 eV
Net charge: -1

XYZ file:
```
49
C18H19As2NO5S3V (wB97M-V/def2-TZVPD)
V -1.5728 1.3053 -0.7628
O 0.6086 -1.5589 -5.7092
C 0.1675 -0.9396 -4.5827
C 1.0483 -0.3646 -3.6659
C 0.5032 0.2600 -2.5619
N -0.8058 0.2703 -2.3841
C -1.6638 -0.2874 -3.2244
C -1.2115 -0.9088 -4.3699
C -3.1108 -0.1954 -2.7087
O -4.0069 -0.7370 -3.3232
O -3.1686 0.4334 -1.5797
C 1.2558 0.9644 -1.4169
O 2.4687 0.9218 -1.3741
O 0.4299 1.5118 -0.5910
H 1.5683 -1.4965 -5.7501
H 2.1232 -0.3864 -3.7957
H -1.9015 -1.3606 -5.0671
C -2.2266 -1.5677 2.1237
As -1.1593 -0.8901 0.6520
C -1.3061 -2.4217 -0.5433
C 0.6624 -1.1176 1.3374
C 1.4459 -2.1813 0.8936
C 2.7808 -2.2780 1.2630
C 3.3436 -1.2984 2.0658
C 2.5599 -0.2461 2.5149
C 1.2172 -0.1478 2.1698
As 0.0572 1.2829 2.8725
C 0.7663 1.3174 4.6943
C 1.0049 2.8272 2.1605
H -1.7755 -2.4827 2.5110
H -3.2390 -1.7726 1.7741
H -2.2656 -0.8052 2.9006
H -1.2353 -3.3643 0.0031
H -0.5363 -2.3793 -1.3142
H -2.2843 -2.3575 -1.0228
H 1.0335 -2.9392 0.2385
H 3.3779 -3.1068 0.9056
H 4.3897 -1.3474 2.3396
H 3.0124 0.5157 3.1398
H 1.8515 1.4274 4.7135
H 0.4870 0.4006 5.2126
H 0.3172 2.1638 5.2156
H 2.0685 2.7815 2.3995
H 0.5597 3.7227 2.5978
H 0.8582 2.8444 1.0837
S -2.1529 5.6907 -0.1798
C -2.1233 4.0825 -0.5148
S -2.5370 2.8444 0.7044
S -1.6842 3.3708 -2.0449
```

In elementary charge units, the Löwdin charges are: 0.3255, 0.0685, -0.2757, 0.0767, -0.1495, 0.0110, -0.1543, 0.0884, -0.5797, 0.0667, -0.1779, -0.5651, 0.0710, -0.2109, 0.1073, 0.1291, 0.1337, -0.2894, 1.1597, -0.2799, -0.3978, -0.1108, -0.0900, -0.0859, -0.1076, -0.4136, 1.1345, -0.3430, -0.3040, 0.0295, 0.0305, -0.0005, 0.0332, 0.0245, 0.0324, 0.0803, 0.0972, 0.0984, 0.0878, 0.0070, 0.0146, 0.0151, 0.0253, 0.0274, -0.0015, 0.4271, -1.7706, 0.4094, 0.4957

The highest electronic energy belongs to which entry?
C18H19AgClFN3O3